1.
This record from the OMol25 dataset describes a 10-piece molecular cluster, BH24NO8 overall. The level of theory is ωB97M-V with the def2-TZVPD basis set.

Each line ends with the Mulliken charge.
Geometry (Å):
H 2.808739 1.386710 -2.922238  0.315
H 3.599173 1.417929 -1.742233  0.300
N 0.476387 -0.118361 -0.434002  -0.139
H 3.257916 -2.136076 0.904575  0.337
H 1.719550 2.644104 -0.963806  0.249
H -2.698151 -3.498242 1.051323  -0.244
H 0.932719 -0.058801 3.221417  0.349
H 3.463068 -1.895154 2.473908  0.344
H -0.870774 4.138868 1.684637  0.286
H -2.617001 -2.446566 -0.611688  0.164
O 1.508393 0.582881 2.732112  -0.657
O 2.764516 1.767599 -2.018988  -0.659
O -1.108380 1.795167 -1.919520  -0.561
H -2.017066 1.537901 -1.797250  0.296
H 1.446874 -0.255968 -0.922992  0.373
O 1.292419 3.085278 -0.215847  -0.611
O -0.941541 3.231222 1.479288  -0.631
H 2.347354 -0.012353 2.730462  0.305
H -0.845084 -2.663614 1.589573  -0.360
H -2.834207 -0.313042 -3.292880  0.216
H -1.276301 2.679308 -1.771665  0.287
H -2.690613 -0.928929 -2.102154  0.403
H 0.279248 0.654751 -0.257990  0.052
H 0.705687 -0.684919 0.401470  0.382
H 0.884803 3.729694 -0.731914  0.347
O 3.581483 -1.430735 1.674531  -0.673
O -2.302317 -2.152963 -1.410144  -0.687
H -0.091565 2.986976 1.121414  0.350
H -2.296080 -2.299789 2.670434  -0.162
H -1.545955 -4.009221 2.722660  -0.124
B -1.855985 -3.084371 1.922067  0.104
H -2.055800 -2.939884 -1.836021  0.310
O -2.855579 -0.133283 -2.471371  -0.600
H -0.165933 -0.576116 -0.957166  0.339

Cartesian forces, eV/Å:
-0.839 0.709 0.283
1.076 0.101 1.202
9.856 -16.246 -2.023
1.328 2.658 3.348
0.521 -0.586 0.433
0.659 0.392 0.276
0.050 1.092 -0.493
-0.199 -1.221 1.506
0.097 1.516 0.460
-1.302 -1.110 4.081
1.460 -2.966 0.585
0.029 -1.146 -1.769
0.666 -1.859 -0.176
-0.789 -1.722 -0.321
-2.335 1.315 0.586
1.055 -1.553 0.508
-0.795 -1.342 -0.220
-1.710 1.852 -0.416
2.038 0.878 -1.402
0.022 -1.283 -9.593
0.482 3.566 0.559
0.580 -3.995 2.624
-3.950 16.493 3.533
-1.042 0.439 0.368
-1.615 2.335 -0.769
-1.097 -1.650 -4.795
1.496 0.963 -1.797
0.581 -0.146 -0.155
-0.843 1.028 0.390
-0.209 0.056 -0.704
-1.330 -2.018 0.932
0.593 -1.672 -1.034
-1.397 6.920 6.073
-3.138 -1.797 -2.081

Results
ΔE to the lowest compared entry with this formula, charge and spin: 1.7217 eV
Net charge: 0
HOMO-LUMO gap: 0.232 hartree
Energy: -18929.611 eV
E_LUMO: -1.1 eV



2.
This record from the OMol25 dataset describes BH28NiO12 as an isolated structure. The level of theory is ωB97M-V with the def2-TZVPD basis set.

Each line ends with the Mulliken charge.
Geometry (Å):
H 0.398674 1.702000 -1.846672  0.436
H 1.391591 0.603704 0.499807  1.749
O -0.557507 1.730500 -1.880527  -0.451
H 2.468522 -2.577824 1.112629  0.361
B 0.156426 0.164611 -0.323217  0.344
O 2.020132 -1.819123 0.739095  -0.247
H -0.782035 -1.258155 1.300723  0.515
O 0.932579 -1.454372 -1.761722  -0.540
O -2.019951 0.290893 -1.751238  -0.761
H 1.014492 0.993773 1.938408  0.269
O -1.392569 -1.760529 -1.802701  -0.776
H -1.349461 -0.530802 3.006028  0.256
H -2.028912 -0.264170 1.101317  0.554
H 0.873451 -0.611272 -0.103871  -3.242
H 0.614290 1.135146 -0.435727  -0.060
H 1.079142 -0.674471 -1.226456  1.942
H -1.481635 2.864563 0.522340  0.475
H -0.490615 0.246784 0.536338  -1.846
O -0.933950 2.095050 0.366974  -0.302
O 2.073387 1.107823 0.943927  -0.909
H -2.326204 0.473099 -2.639630  0.392
H 0.917391 2.071971 2.996692  0.355
H -0.482781 -1.623622 -2.066847  0.490
H 2.504439 -1.392479 -0.074761  0.667
Ni -1.343294 1.040170 -0.641201  -0.861
O -2.209954 0.424233 0.461344  -0.361
O 0.382957 1.537383 2.409463  -0.747
H -1.358704 -2.505318 -1.202399  0.344
H -3.021562 0.829013 0.767420  0.357
H -0.064332 -1.474108 -0.014630  1.341
H -0.499294 0.507469 2.305251  0.356
O -0.895210 -0.355253 2.181975  -0.407
H 2.691725 0.081068 -0.367124  0.381
H -0.391772 2.023788 1.152597  0.518
H -0.778216 1.367186 -2.738154  0.434
H 1.133589 -1.863951 1.097254  0.167
O 2.994426 -0.787586 -0.631768  -1.015
H 2.044108 1.969474 0.528066  0.431
H -0.360865 -0.093464 -1.234286  0.522
O -0.698092 -1.879324 0.577291  -0.947
H -2.020698 -0.664231 -1.688297  0.384
H 1.796291 -1.669646 -2.113712  0.434

Cartesian forces, eV/Å:
0.860 0.473 -0.213
0.303 -0.249 -0.608
5.513 7.800 -9.939
0.457 -0.392 0.227
3.852 -0.882 1.750
-4.124 -6.133 9.309
0.415 -0.990 0.107
1.354 -2.563 -3.692
-12.298 -5.420 -14.465
1.928 0.007 -0.317
-2.282 -3.594 -1.049
-0.092 -0.458 0.640
-0.132 -0.599 0.420
1.491 -0.274 1.914
2.456 2.049 -0.885
1.230 -0.462 -1.449
-0.232 0.890 0.234
1.053 -0.468 2.024
3.967 15.928 11.063
3.579 0.740 1.455
-0.549 0.071 -0.652
0.015 0.247 0.409
1.435 -0.207 -0.592
1.457 1.071 -2.772
-0.230 3.795 -4.520
-13.577 -6.697 11.139
-1.307 2.295 2.450
-0.276 -0.219 0.300
-0.871 0.113 0.219
-0.679 -1.117 -0.221
0.166 0.911 0.927
-1.638 -0.727 4.749
1.230 -0.113 -0.109
0.875 0.245 1.236
0.284 0.265 -0.739
-0.906 -0.579 0.188
4.940 4.504 -6.129
0.133 0.323 -0.004
0.516 -1.758 -1.394
-0.411 -4.146 -0.889
-0.345 -3.376 0.119
0.436 -0.305 -0.239

Results
ΔE to the lowest compared entry with this formula, charge and spin: 28.3524 eV
2S+1: 3
Net charge: +1
HOMO-LUMO gap (spin up / spin down): 0.243 / 0.321 hartree
Expectation value of S²: 2.01
Energy: -66709.706 eV
E_LUMO (spin up / spin down): -3.3 / -3.3 eV



3.
This record from the OMol25 dataset describes the molecule BH2NO5. The level of theory is ωB97M-V with the def2-TZVPD basis set.

Each line ends with the Mulliken charge.
Geometry (Å):
H 0.923145 1.479964 -0.565975  0.311
O -0.690183 -0.691809 -0.666733  -0.379
H 1.802431 -1.467014 1.447206  0.351
O 0.984867 -1.333699 0.833443  -0.476
B 0.689121 -0.391995 -0.049449  0.688
O 1.406914 0.708490 -0.393931  -0.484
O -2.569229 0.351763 -0.788610  -0.577
O -1.024955 1.048078 0.490294  -0.655
N -1.522111 0.296222 -0.306245  1.221

Cartesian forces, eV/Å:
-1.092 1.535 -0.532
1.512 -0.451 -0.192
-2.209 1.013 -2.208
2.231 -1.579 1.970
-1.306 0.838 0.007
1.379 -2.325 0.360
-2.943 -0.196 -1.355
0.032 1.534 1.550
2.396 -0.369 0.400

Results
ΔE to the lowest compared entry with this formula, charge and spin: 0.3343 eV
SMILES: O=[N+]([O-])OB(O)O
Net charge: 0
HOMO-LUMO gap: 0.432 hartree
Energy: -12435.713 eV
E_LUMO: 0.2 eV



4.
This record from the OMol25 dataset describes BH4In as an isolated structure. The level of theory is ωB97M-V with the def2-TZVPD basis set.

Each line ends with the Mulliken charge.
Geometry (Å):
H -1.229919 -0.075595 0.335027  0.077
In 0.591573 2.337681 -0.212065  1.313
H -0.055249 -1.665544 0.157639  0.476
B -0.150477 -0.421676 0.035809  -0.107
H 0.095957 -0.141165 -1.097521  0.097
H 0.748114 -0.033701 0.781110  0.144

Cartesian forces, eV/Å:
-0.096 1.004 0.223
-0.221 -1.470 0.103
2.600 -1.459 -0.244
-2.434 4.484 -0.465
-0.583 -1.311 -2.139
0.734 -1.247 2.521

Results
ΔE to the lowest compared entry with this formula, charge and spin: 0.9205 eV
Net charge: +2
HOMO-LUMO gap: 0.212 hartree
Energy: -5886.367 eV
E_LUMO: -17.0 eV



5.
This record from the OMol25 dataset describes a 2-piece molecular cluster, BH4NO overall. The level of theory is ωB97M-V with the def2-TZVPD basis set.

Each line ends with the Mulliken charge.
Geometry (Å):
H -0.324561 -0.690245 -1.613831  0.235
N -0.770184 -0.289293 -0.804195  -0.292
H 2.669562 0.008625 -0.780014  -0.068
H 0.416106 0.571302 2.069308  0.340
O -0.309103 0.229361 1.539797  -0.339
H -1.760115 0.106636 -0.711489  0.237
B 0.078295 0.063614 0.300425  -0.115

Cartesian forces, eV/Å:
-0.797 0.412 -0.302
-0.220 1.513 2.405
-0.947 0.022 0.486
-0.070 0.058 0.383
0.031 0.638 1.387
1.942 -1.307 -0.984
0.062 -1.337 -3.374

Results
ΔE to the lowest compared entry with this formula, charge and spin: 4.5085 eV
Net charge: 0
HOMO-LUMO gap (spin up / spin down): 0.354 / 0.274 hartree
Energy: -4276.378 eV
E_LUMO (spin up / spin down): 0.0 / -0.1 eV



6.
This record from the OMol25 dataset describes BH4Rb as an isolated structure. The level of theory is ωB97M-V with the def2-TZVPD basis set.

Each line ends with the Mulliken charge.
Geometry (Å):
H 19.265140 24.419150 -25.922670  -0.384
H 20.937050 24.146060 -26.440210  0.098
B 19.905710 24.175290 -26.756010  0.237
H 19.734350 23.176740 -27.127200  0.138
H 19.679920 24.839650 -27.575690  -0.028
Rb 16.943470 25.554320 -25.917720  0.939

Cartesian forces, eV/Å:
-1.514 1.519 3.300
4.175 -2.014 1.921
-1.476 3.481 1.218
0.948 -4.721 -2.826
-1.953 1.607 -3.619
-0.181 0.129 0.005

Results
ΔE to the lowest compared entry with this formula, charge and spin: 0.0000 eV
2S+1: 2
Net charge: +1
HOMO-LUMO gap (spin up / spin down): 0.467 / 0.288 hartree
Expectation value of S²: 0.75
Energy: -1385.305 eV
E_LUMO (spin up / spin down): -4.1 / -8.7 eV